No. 1
{
  "formula": "C2H6ClFN",
  "method": "wB97M-V/def2-TZVPD",
  "elements": ["C", "C", "N", "F", "Cl", "H", "H", "H", "H", "H", "H"],
  "positions_angstrom": [[-0.844, 0.614, 0.143], [0.624, -1.785, -1.766], [0.095, 0.446, 1.125], [-0.181, -2.802, -1.990], [1.720, -1.861, -0.554], [-0.513, 1.332, -0.585], [-1.686, -0.042, 0.036], [0.315, -1.053, -2.574], [0.720, -0.443, 1.039], [-0.285, 0.373, 2.128], [0.642, 1.366, 1.371]],
  "forces_ev_per_a": [[-1.0299, 0.7575, -2.3618], [-2.4561, 1.4094, -2.8169], [2.6007, 0.4955, 5.6275], [-0.0417, -1.2402, 0.7610], [0.8022, 0.0809, 0.7340], [-0.5383, -0.0015, -0.3708], [-0.0502, -0.1093, 0.1682], [1.6294, -0.0548, 1.5317], [-0.3385, 1.4078, -0.2389], [-0.1714, -0.6099, -1.5504], [-0.4061, -2.1353, -1.4836]],
  "mulliken_charge": [-0.66, 0.00, -0.27, -0.16, -0.14, 0.36, 0.40, 0.39, 0.23, 0.42, 0.42],
  "e_lumo_ha": [-0.203, -0.151],
  "e_tot_ev": -18889.4700,
  "total_charge": 1,
  "de_lowest_kcal_mol": 41.8
}

No. 2
{
  "formula": "C2H6ClFSi",
  "method": "wB97M-V/def2-TZVPD",
  "elements": ["C", "C", "F", "Si", "Cl", "H", "H", "H", "H", "H", "H"],
  "positions_angstrom": [[-0.294, -1.700, -0.674], [0.511, 1.500, 0.618], [1.707, 0.609, -1.801], [1.357, 0.088, -0.308], [3.092, -0.539, 0.473], [-0.995, -1.303, -1.387], [0.264, -2.535, -1.068], [-0.734, -1.920, 0.284], [0.737, 1.481, 1.681], [0.833, 2.462, 0.227], [-0.568, 1.447, 0.512]],
  "forces_ev_per_a": [[2.6674, 2.3578, 0.5951], [0.4707, -0.3879, -0.1068], [-0.1010, -0.1708, 0.5496], [-3.4777, -1.4299, -1.3245], [0.5019, -0.2284, 0.3919], [-0.1677, 0.2167, -0.1724], [0.1238, -0.1720, -0.0857], [-0.1308, -0.0106, 0.2719], [0.0766, -0.0836, 0.1184], [0.1481, 0.0690, -0.1002], [-0.1114, -0.1602, -0.1372]],
  "mulliken_charge": [-1.04, -0.95, -0.27, 0.69, -0.22, 0.29, 0.29, 0.30, 0.32, 0.31, 0.29],
  "e_lumo_ha": 0.025,
  "e_tot_ev": -25291.2606,
  "total_charge": 0,
  "de_lowest_kcal_mol": 30.3
}